(1)
{
  "formula": "C37H42IrN4P2",
  "method": "wB97M-V/def2-TZVPD",
  "lumo_ev": [-6.21, -8.91],
  "spin_multiplicity": 6,
  "fmax_ha_per_bohr": 0.1310,
  "e_tot_ev": -66400.282,
  "charge": 2,
  "homo_ev": [-11.577, -12.537],
  "species": ["Ir", "C", "C", "C", "C", "C", "C", "C", "C", "C", "H", "H", "H", "H", "H", "H", "H", "H", "H", "H", "H", "H", "H", "H", "H", "P", "P", "N", "N", "N", "N", "C", "C", "C", "C", "C", "C", "C", "C", "C", "C", "C", "C", "C", "C", "C", "C", "C", "C", "H", "H", "H", "H", "H", "H", "H", "H", "H", "H", "H", "H", "H", "H", "H", "H", "H", "H", "H", "H", "C", "C", "C", "C", "C", "C", "C", "C", "C", "C", "H", "H", "H", "H", "H", "H", "H"],
  "coordinates": [[1.44153, -1.95617, -0.46039], [3.53567, -1.24431, 0.22834], [2.78444, -0.75661, -1.01970], [3.37682, -1.10737, -2.38824], [2.75613, -2.40359, -3.01579], [1.67671, -2.95373, -2.12463], [2.01318, -3.73190, -0.90883], [3.40778, -3.87660, -0.37415], [4.20803, -2.62747, 0.09776], [-0.50435, -2.08884, -0.50492], [4.35434, -0.48399, 0.32962], [2.52050, 0.31625, -0.93037], [4.47844, -1.17312, -2.33670], [3.11697, -0.27195, -3.06327], [2.28590, -2.12903, -3.98416], [3.52733, -3.17119, -3.22460], [0.75447, -3.21358, -2.64771], [1.24192, -4.45530, -0.62710], [3.99276, -4.45807, -1.10144], [3.28375, -4.53240, 0.50274], [4.62449, -2.88897, 1.06828], [5.07713, -2.48306, -0.54043], [-0.62263, -2.81303, 0.32619], [-0.82957, -2.55015, -1.44927], [-1.04620, -1.15307, -0.27797], [-1.06632, 1.14872, -2.05341], [0.37661, 0.71512, 1.34588], [-0.48989, 0.72641, -3.65619], [-2.50182, 1.95047, -2.59609], [2.02904, 0.21887, 1.85311], [-0.27030, 2.11276, 2.71445], [0.24602, 2.19137, -1.38216], [0.85896, 1.96041, 0.06777], [-0.94435, -0.43295, -4.31386], [-0.57642, -0.36655, -5.64424], [0.09337, 0.88734, -5.84583], [0.11720, 1.54587, -4.62646], [-3.69241, 1.19383, -2.71346], [-4.69383, 2.02524, -3.18923], [-4.10737, 3.31998, -3.40200], [-2.77280, 3.24033, -3.04885], [2.70981, -1.14072, 1.57970], [3.49364, -1.30521, 2.85463], [3.25072, -0.25729, 3.72409], [2.40136, 0.66713, 3.10260], [-0.56855, 1.87421, 4.05696], [-1.48598, 2.82493, 4.51542], [-1.77117, 3.68203, 3.41240], [-1.04943, 3.19771, 2.32956], [-0.17019, 3.21233, -1.38172], [1.09863, 2.20585, -2.08595], [1.96746, 1.89977, 0.01938], [0.65367, 2.86770, 0.66856], [-1.47043, -1.18876, -3.74705], [-0.76355, -1.13180, -6.39292], [0.47901, 1.24312, -6.79439], [0.52184, 2.51591, -4.36659], [-3.70330, 0.15378, -2.42514], [-5.71687, 1.71983, -3.35363], [-4.64641, 4.18357, -3.77506], [-1.99117, 3.98621, -3.05253], [1.90001, -1.90994, 1.53371], [4.08142, -2.20293, 3.05379], [3.56180, -0.15208, 4.76459], [2.01165, 1.59266, 3.48930], [-0.16275, 1.02883, 4.60559], [-1.87646, 2.87273, 5.52374], [-2.40056, 4.56770, 3.40453], [-1.08723, 3.54107, 1.30316], [-4.60063, 0.93800, 2.41799], [-3.83155, 1.21074, 1.28143], [-2.61491, 0.56811, 1.10939], [-2.05738, -0.18728, 2.16380], [-0.62399, -0.53564, 2.17169], [-0.12075, -1.33272, 3.20722], [-0.98018, -1.78066, 4.22685], [-2.28418, -1.32062, 4.31702], [-2.83830, -0.46192, 3.32940], [-4.14299, 0.08987, 3.40125], [-5.58770, 1.37132, 2.48653], [-4.20321, 1.86944, 0.49820], [-2.10462, 0.61005, 0.12784], [0.97013, -1.49104, 3.29713], [-0.57293, -2.48199, 4.95077], [-2.93852, -1.63669, 5.13357], [-4.79650, -0.20724, 4.23051]],
  "lowdin_charge": [1.4566, -0.3274, -0.3941, -0.1570, -0.1516, -0.3037, -0.3189, -0.1526, -0.1266, -0.2845, 0.1742, 0.0829, 0.1211, 0.1150, 0.1224, 0.1289, 0.1159, 0.1274, 0.1348, 0.1234, 0.1051, 0.1227, 0.0317, 0.0269, -0.0497, 1.0340, 1.1250, -0.2649, -0.2726, -0.1784, -0.0855, -0.3356, -0.2945, -0.1534, -0.0788, -0.0715, -0.1335, -0.1484, -0.0723, -0.0722, -0.1317, -0.3002, -0.0214, -0.0544, -0.1505, -0.0232, 0.0268, 0.0225, -0.0403, 0.0815, 0.0843, 0.0919, 0.0538, 0.0941, 0.1051, 0.1048, 0.1029, 0.0992, 0.1029, 0.1048, 0.1027, 0.0884, 0.1202, 0.1254, 0.1017, 0.1369, 0.1289, 0.1322, 0.1301, -0.0470, -0.0379, -0.0750, -0.1820, -0.2929, -0.0708, -0.0426, 0.0109, -0.1622, 0.0050, 0.1193, 0.1184, 0.0271, 0.0995, 0.1228, 0.1330, 0.1343]
}

***

(2)
{
  "formula": "C6H10N2",
  "method": "wB97M-V/def2-TZVPD",
  "lumo_ev": 0.76,
  "spin_multiplicity": 1,
  "smiles": "C=C(C)[C@@](C)(N)C#N",
  "relative_energy_kj_mol": 234.82,
  "fmax_ha_per_bohr": 0.0651,
  "e_tot_ev": -9362.003,
  "homo_ev": -9.394,
  "species": ["C", "C", "C", "C", "C", "C", "N", "N", "H", "H", "H", "H", "H", "H", "H", "H", "H", "H"],
  "coordinates": [[1.13528, -0.11181, 1.58936], [1.49382, -0.51523, -1.04412], [0.31016, -0.06738, -0.65682], [-0.62095, 0.26977, -1.75794], [-0.75319, 1.29455, 1.13630], [-0.08283, -0.02613, 0.73386], [1.99375, -0.05080, 2.34884], [-0.84626, -1.44840, 1.07417], [2.34084, -0.76791, -0.41598], [1.84934, -0.71125, -2.06719], [-1.31617, 1.16386, -1.47711], [-0.00069, 0.35535, -2.65981], [-1.29546, -0.64635, -1.92676], [0.05963, 2.13052, 1.06255], [-1.45840, 1.60386, 0.31636], [-1.18709, 1.27201, 2.09477], [-0.01572, -2.06158, 1.22956], [-1.60605, -1.68307, 0.41997]],
  "lowdin_charge": [-0.2222, 0.0533, -0.3962, -0.0614, -0.0210, -0.4602, 0.1831, 0.0811, 0.0634, 0.0793, 0.0989, 0.0780, 0.1066, 0.1367, 0.0706, 0.0663, 0.0782, 0.0656]
}

***

(3)
{
  "formula": "C35H43ClLuN2Si2",
  "method": "wB97M-V/def2-TZVPD",
  "lumo_ev": -2.92,
  "spin_multiplicity": 1,
  "relative_energy_kj_mol": 207.77,
  "fmax_ha_per_bohr": 0.0690,
  "e_tot_ev": -101866.570,
  "charge": 1,
  "homo_ev": -8.972,
  "species": ["C", "C", "C", "H", "C", "C", "H", "H", "H", "H", "Lu", "Si", "C", "C", "H", "C", "H", "C", "H", "C", "H", "C", "H", "C", "C", "H", "C", "H", "C", "H", "C", "H", "C", "H", "H", "Si", "C", "C", "H", "C", "H", "C", "H", "C", "H", "C", "H", "C", "C", "H", "C", "H", "C", "H", "C", "H", "C", "H", "H", "Cl", "C", "N", "C", "C", "C", "N", "C", "C", "H", "H", "H", "H", "H", "H", "H", "H", "H", "H", "H", "H", "H", "H", "H", "H"],
  "coordinates": [[0.36456, 3.28838, 3.82796], [1.19842, 2.20274, 3.41482], [1.48059, 2.38507, 2.03526], [1.62593, 1.43778, 4.06594], [0.82686, 3.56986, 1.58055], [0.14408, 4.14274, 2.69470], [-0.34105, 5.12860, 2.72113], [0.06756, 3.51256, 4.85548], [2.19296, 1.80545, 1.44739], [0.91761, 4.01641, 0.58632], [-0.90492, 2.03445, 2.28354], [1.09145, -1.63543, -2.73227], [0.90110, -3.48726, -2.74143], [-0.24146, -4.12724, -3.25427], [-1.10465, -3.53194, -3.56176], [-0.25068, -5.52163, -3.38078], [-1.13378, -6.01383, -3.79453], [0.85317, -6.27838, -2.98101], [0.85640, -7.36172, -3.11534], [1.97082, -5.64078, -2.42623], [2.83224, -6.22738, -2.11520], [1.97888, -4.25414, -2.27549], [2.83034, -3.75505, -1.80713], [0.95632, -1.06798, -4.49563], [1.84345, -1.65180, -5.40500], [2.57446, -2.38187, -5.04729], [1.80407, -1.29947, -6.75283], [2.49374, -1.75653, -7.45025], [0.86813, -0.35907, -7.20338], [0.82404, -0.10346, -8.26516], [-0.02563, 0.22285, -6.29564], [-0.76635, 0.94462, -6.65842], [0.01980, -0.11236, -4.93408], [-0.67136, 0.35529, -4.21869], [2.51152, -1.38815, -2.37230], [-0.11324, -0.40749, -1.01679], [0.92637, 1.13646, -1.29487], [2.33422, 1.09396, -1.30950], [2.85370, 0.32104, -0.74525], [3.06491, 2.01498, -2.06959], [4.15103, 1.93193, -2.14008], [2.40873, 3.07248, -2.71434], [2.96103, 3.74797, -3.37395], [1.04190, 3.26878, -2.47620], [0.54425, 4.16368, -2.85264], [0.32177, 2.32367, -1.73936], [-0.73163, 2.51194, -1.51175], [0.49268, -1.47033, 0.40945], [1.67622, -1.17444, 1.10978], [2.00213, -0.13443, 1.20092], [2.41304, -2.21324, 1.70370], [3.34666, -1.98335, 2.23046], [1.95307, -3.53739, 1.64365], [2.57289, -4.35837, 2.01431], [0.69174, -3.78916, 1.09301], [0.28127, -4.80042, 1.11126], [-0.06539, -2.75053, 0.53962], [-1.07907, -2.93197, 0.17209], [-1.29407, -0.82942, -1.77900], [-1.79113, 0.79643, 0.19194], [-3.56411, 2.98010, 1.99107], [-2.75211, 3.04404, 3.24003], [-2.82266, 4.43829, 3.76605], [-3.25260, 2.07251, 4.29003], [-2.19455, 1.01223, 4.70297], [-1.69278, 0.25137, 3.52213], [-0.62374, -0.66463, 3.94248], [-2.80430, -0.55024, 2.93409], [-3.48548, 3.93705, 1.44620], [-4.61720, 2.77116, 2.23496], [-3.21412, 2.16498, 1.32389], [-2.16373, 4.52454, 4.64405], [-2.49275, 5.13786, 2.98085], [-3.87643, 4.64741, 4.04585], [-3.49171, 2.66877, 5.18632], [-4.19264, 1.59717, 3.95272], [-1.34628, 1.49944, 5.21460], [-2.66615, 0.32504, 5.43175], [-1.02251, -1.39260, 4.67766], [-0.23081, -1.19661, 3.06563], [0.19080, -0.09919, 4.42072], [-3.59304, 0.10400, 2.54169], [-2.40998, -1.15831, 2.10893], [-3.23284, -1.20849, 3.70945]],
  "lowdin_charge": [-0.2237, -0.1986, -0.1840, 0.1201, -0.1673, -0.2050, 0.1184, 0.1196, 0.1040, 0.1240, 1.5101, 0.6632, -0.3359, -0.0931, 0.1046, -0.0908, 0.1019, -0.0911, 0.1021, -0.0884, 0.1000, -0.1250, 0.0927, -0.3229, -0.1053, 0.1052, -0.0823, 0.0996, -0.0885, 0.1029, -0.0932, 0.1008, -0.1003, 0.0909, -0.0003, 0.2963, -0.3681, -0.1506, 0.0840, -0.0643, 0.1109, -0.0751, 0.1084, -0.0917, 0.1041, -0.1674, 0.0614, -0.3673, -0.1315, 0.0620, -0.0758, 0.1074, -0.0794, 0.1090, -0.0759, 0.1124, -0.1277, 0.1099, -0.0363, 0.2563, -0.1040, -0.3743, -0.0710, -0.1420, -0.1754, -0.3950, -0.0648, -0.0865, 0.1101, 0.1108, -0.0290, 0.0966, 0.0857, 0.1143, 0.1307, 0.1230, 0.1201, 0.1430, 0.1157, 0.0812, 0.0787, 0.0723, 0.0720, 0.1122]
}

***

(4)
{
  "formula": "C29H51FINO5P",
  "method": "wB97M-V/def2-TZVPD",
  "lumo_ev": -4.94,
  "spin_multiplicity": 1,
  "fmax_ha_per_bohr": 0.0544,
  "e_tot_ev": -62727.614,
  "charge": 1,
  "homo_ev": -11.462,
  "species": ["C", "C", "C", "C", "C", "C", "C", "C", "C", "C", "C", "C", "C", "C", "C", "C", "C", "C", "C", "C", "N", "C", "C", "C", "C", "O", "O", "P", "O", "C", "C", "C", "O", "F", "C", "I", "H", "H", "H", "H", "H", "H", "H", "H", "H", "H", "H", "H", "H", "H", "H", "H", "H", "H", "H", "H", "H", "H", "H", "H", "H", "H", "H", "H", "H", "H", "H", "H", "H", "H", "H", "H", "H", "H", "H", "H", "H", "H", "H", "H", "H", "H", "H", "C", "O", "H", "H", "H", "H"],
  "coordinates": [[8.28243, -4.45017, -1.01733], [8.61589, -2.94674, -1.03816], [7.76329, -2.11677, -0.06019], [7.89789, -0.58716, -0.26809], [7.14082, 0.13345, 0.88107], [5.61626, -0.11707, 0.72321], [4.80292, 1.16668, 1.06552], [4.81717, 2.12864, -0.16704], [3.51141, 2.98805, -0.21487], [2.82438, 3.03065, -1.60808], [1.28110, 3.06189, -1.56146], [0.67187, 4.04331, -0.52853], [-0.79025, 3.59519, -0.20158], [-1.74103, 4.01347, -1.34014], [-3.17140, 3.40796, -1.25128], [-3.81714, 3.42426, 0.17401], [-4.29161, 1.99703, 0.54485], [-5.77177, 1.70324, 0.11973], [-6.62654, 1.20760, 1.30698], [-6.19359, -0.14571, 1.87956], [-6.26168, -1.26746, 0.91313], [-5.09420, -1.68332, 0.39372], [-4.99534, -2.71792, -0.47238], [-6.14951, -3.41279, -0.86366], [-6.06700, -4.60896, -1.80394], [-5.84359, -5.68509, -1.32534], [-6.25826, -4.50811, -3.17514], [-5.60319, -3.09473, -3.81804], [-5.76829, -3.11172, -5.26402], [-7.36973, -2.96010, -0.35461], [-8.62430, -3.70402, -0.77569], [-8.87152, -4.81319, 0.28502], [-7.92373, -5.30424, 0.82993], [-10.12218, -5.16899, 0.57241], [-7.37915, -1.88829, 0.52776], [-9.26534, -1.26726, 1.26349], [7.31542, -4.62705, -1.51808], [8.22476, -4.87275, -0.00682], [9.01769, -4.99916, -1.62506], [9.67773, -2.82194, -0.77071], [8.44402, -2.53803, -2.04455], [6.70935, -2.39205, -0.25682], [7.94417, -2.34406, 1.00097], [8.96901, -0.34088, -0.18303], [7.52269, -0.28767, -1.25568], [7.45932, -0.28189, 1.84783], [7.34775, 1.21193, 0.90474], [5.25034, -0.94699, 1.34800], [5.34340, -0.38439, -0.31189], [5.25594, 1.66733, 1.93489], [3.77536, 0.90343, 1.36194], [5.65508, 2.81900, 0.00173], [4.94809, 1.58480, -1.11089], [2.81164, 2.59138, 0.53700], [3.75703, 4.01817, 0.08722], [3.13469, 2.12733, -2.15905], [3.22682, 3.89581, -2.15351], [0.84348, 2.06228, -1.42122], [0.94068, 3.40265, -2.55508], [0.68882, 5.08169, -0.89284], [1.20512, 4.04119, 0.43248], [-0.78988, 2.51789, 0.01171], [-1.07706, 4.16776, 0.69638], [-1.84130, 5.10369, -1.44018], [-1.30252, 3.62563, -2.27459], [-3.11843, 2.38376, -1.65348], [-3.84349, 3.95948, -1.92735], [-4.65627, 4.13650, 0.12444], [-3.14599, 3.82462, 0.94355], [-3.64999, 1.24046, 0.07096], [-4.20707, 1.88559, 1.64110], [-5.83387, 1.06827, -0.77703], [-6.19918, 2.67502, -0.17348], [-7.69059, 1.26207, 1.04461], [-6.48697, 1.94060, 2.11856], [-6.87089, -0.38906, 2.71302], [-5.19183, -0.13755, 2.32168], [-4.18644, -1.16982, 0.70234], [-4.04638, -3.04715, -0.89037], [-4.24293, -3.08793, -3.43637], [-6.33760, -2.04036, -3.23074], [-8.46783, -4.18579, -1.75296], [-9.50672, -3.06543, -0.89228], [8.20461, -0.56967, 5.04441], [7.15550, 0.34572, 4.74249], [8.14217, -1.40311, 4.34823], [9.17631, -0.08191, 4.93372], [8.09694, -0.94598, 6.06472], [7.22424, 1.07501, 5.36455]],
  "lowdin_charge": [-0.1241, -0.2715, -0.2403, -0.2102, -0.1994, -0.2188, -0.2072, -0.1894, -0.2097, -0.2005, -0.2150, -0.2048, -0.2182, -0.2049, -0.1969, -0.1879, -0.2048, -0.1869, -0.1945, -0.1504, -0.0464, 0.0033, 0.0391, -0.0775, -0.4823, 0.2110, -0.1183, 0.6940, -0.3403, -0.1967, -0.0658, -0.4284, 0.1740, 0.1454, -0.5051, 1.1861, 0.0691, 0.0705, 0.0675, 0.1067, 0.1078, 0.1070, 0.1131, 0.1099, 0.1104, 0.0949, 0.1047, 0.1072, 0.0993, 0.1102, 0.0965, 0.1050, 0.0986, 0.0895, 0.1103, 0.1018, 0.1122, 0.1085, 0.1038, 0.1191, 0.0959, 0.1124, 0.0999, 0.1188, 0.1030, 0.0994, 0.1065, 0.1079, 0.0965, 0.0931, 0.1057, 0.1074, 0.1120, 0.0683, 0.1346, 0.1046, 0.1338, 0.1541, 0.1432, 0.0534, 0.0480, 0.1381, 0.0833, -0.1597, -0.1356, 0.0711, 0.0777, 0.0756, 0.0709]
}

***

(5)
{
  "formula": "C2H9N2OS",
  "method": "wB97M-V/def2-TZVPD",
  "lumo_ev": -3.49,
  "spin_multiplicity": 1,
  "smiles": "N[C@@H](C[NH3+])OS",
  "relative_energy_kj_mol": 57.04,
  "fmax_ha_per_bohr": 0.0611,
  "e_tot_ev": -18074.831,
  "charge": 1,
  "homo_ev": -12.947,
  "species": ["C", "C", "N", "N", "O", "S", "H", "H", "H", "H", "H", "H", "H", "H", "H"],
  "coordinates": [[0.47908, 0.27520, -0.89042], [-0.56266, -0.07751, 0.16913], [1.73376, 0.67292, -0.10286], [0.26676, -0.91686, 1.06723], [-1.61014, -0.81304, -0.51551], [-3.22399, -0.36393, -0.08213], [0.57270, -0.69136, -1.25279], [0.10440, 0.97339, -1.58777], [-1.07859, 0.74079, 0.77305], [1.85265, 1.61903, 0.22940], [2.59776, 0.42777, -0.66802], [-0.16727, -0.98949, 1.96892], [1.70970, 0.05879, 0.78714], [0.50070, -1.83551, 0.66758], [-3.17485, 0.91979, -0.56296]],
  "lowdin_charge": [-0.0547, -0.4644, 0.1659, 0.0436, -0.5464, 0.8384, 0.1122, 0.1312, 0.1489, 0.1576, 0.1931, 0.1025, 0.1513, 0.1282, -0.1074]
}

***

(6)
{
  "formula": "C2H10N4S",
  "method": "wB97M-V/def2-TZVPD",
  "lumo_ev": -8.46,
  "spin_multiplicity": 1,
  "relative_energy_kj_mol": 217.21,
  "fmax_ha_per_bohr": 0.0804,
  "e_tot_ev": -19010.735,
  "charge": 2,
  "homo_ev": -15.970,
  "species": ["C", "C", "N", "N", "N", "N", "S", "H", "H", "H", "H", "H", "H", "H", "H", "H", "H"],
  "coordinates": [[0.29650, -1.34293, 1.46128], [0.57136, 1.75755, -1.83930], [0.11736, -0.03182, 1.17313], [0.49338, -3.61200, 1.06479], [-0.11319, -2.38699, 0.76843], [-0.55870, 2.02361, -1.29964], [-0.82212, 3.81228, -1.33063], [-1.85432, 4.07423, -0.39213], [0.96334, -1.61756, 2.28842], [0.94622, 0.75795, -2.05759], [1.14878, 2.60712, -2.20507], [0.29530, 0.39432, 2.06698], [0.28021, -4.48411, 0.41011], [1.32887, -3.60001, 1.70607], [-0.75922, -2.20595, 0.03516], [-0.38287, 0.32097, 0.41253], [-1.95092, 3.53335, -2.26253]],
  "lowdin_charge": [-0.1088, -0.0580, 0.1751, 0.0344, 0.0119, -0.3046, 1.0749, 0.0306, 0.1684, 0.1126, 0.0773, 0.1283, 0.1925, 0.1390, 0.1694, 0.0557, 0.1014]
}